C32H72N2O33P8 | ωB97M-V/def2-TZVPD

```
147
Properties=species:S:1:pos:R:3:forces:R:3
H -7.929645 4.752480 0.266777 0.048 -0.001 -0.061
O 7.174878 -0.326920 3.002105 1.167 1.090 0.574
H 8.409422 3.043752 2.969418 0.043 0.042 -0.044
C 1.515801 7.734315 5.686302 0.217 0.243 -0.049
H -3.592324 4.137681 0.577264 -0.049 -0.035 0.035
H -9.249073 3.600059 0.482374 0.027 -0.094 0.109
O -0.065484 1.093255 6.223729 -1.022 -0.639 0.712
H -7.014582 0.865807 -8.482275 -0.054 -0.025 0.044
P 5.769868 -4.258313 1.828233 -4.849 -3.791 -0.656
H 0.992982 4.010595 8.399273 0.103 0.060 -0.060
O -1.648571 -4.756647 -8.851465 0.577 -0.325 0.662
C -6.256889 1.161788 -7.762487 0.208 0.234 0.158
H 1.569272 -3.602519 -6.604835 0.028 0.051 0.094
C 0.507148 -0.996764 -2.014815 1.132 0.059 -0.671
H -7.220720 -3.289532 -7.069258 0.057 0.034 -0.004
C 1.531768 0.791713 9.558596 0.078 0.156 0.176
H 9.019684 1.603812 2.109820 -0.055 -0.032 0.030
H 3.304929 1.654692 1.779279 0.025 -0.079 0.103
C 8.057578 -4.504946 0.572943 0.129 -0.205 -0.054
O -0.858234 -2.699176 -0.283900 -0.567 0.525 0.372
H -4.519236 -0.925592 -10.559520 0.026 0.017 -0.040
H -2.048222 -4.990464 -6.809010 0.008 0.053 0.027
H 5.171303 -2.841445 -0.640358 0.057 -0.077 -0.086
H 5.413772 2.710355 5.263812 -0.065 0.038 0.086
H 4.722599 2.696251 1.660297 0.117 -0.030 -0.050
C 0.392429 4.440106 7.597870 -0.041 -0.129 0.116
H 0.549986 7.281195 5.480689 -0.028 0.000 0.075
H -4.448637 -2.119039 -3.580904 -0.180 0.011 -0.043
N 2.175416 1.777946 -0.526439 0.714 1.456 -0.106
C 1.517628 -0.679901 -0.883566 0.765 -0.470 -0.395
H 1.314994 1.484982 10.368168 -0.169 0.007 -0.066
C 0.788706 -2.849959 -6.719534 -0.115 0.042 -0.295
O -0.425513 0.003960 -2.318611 -0.263 -0.166 0.341
C -4.405920 4.861790 0.521525 0.243 -0.106 -0.190
H -7.245288 5.034113 3.870851 -0.052 0.020 0.059
H -3.326820 0.490913 0.522261 -0.216 0.000 0.160
H -2.762620 -1.040742 -10.353965 -0.006 -0.192 0.128
O 5.328800 -3.509145 3.214604 2.167 0.921 -1.244
H 4.099187 -0.572985 6.637306 -0.004 0.100 0.082
C -3.688908 -0.716268 -9.885559 0.270 0.051 -0.233
H -0.911709 -2.294903 7.066195 -0.022 -0.079 -0.042
H 4.062305 -1.938444 2.666722 -0.072 -0.185 -0.029
O -6.874435 -1.308961 -7.621654 0.713 -1.494 -2.755
C 3.041314 4.836541 3.754754 0.128 -0.058 -0.219
O 2.257343 0.240961 6.968980 -0.051 -0.853 0.677
C 1.989103 0.697700 -0.824783 -1.393 -1.070 0.395
O -1.028513 -3.335183 -2.741525 0.657 1.098 -0.254
H 8.267701 -5.452919 1.069109 -0.068 0.009 0.030
H -5.561344 -0.602384 0.285498 -0.047 0.038 0.031
H 0.876696 -7.171601 -10.234524 0.106 0.148 -0.009
C 3.067069 -0.764774 6.353684 0.263 0.114 -0.022
C 4.337020 -3.462197 -0.323640 -0.121 -0.032 0.102
C 4.386986 1.663015 1.675112 -0.232 -0.296 0.012
H -4.324442 5.574947 1.341951 0.040 0.046 -0.051
H 5.797060 -1.520917 2.707278 -0.336 -0.353 0.202
O 0.622337 -1.210039 6.144191 -1.380 -1.089 3.073
H -6.682206 1.211123 -6.760654 -0.120 -0.066 -0.030
C -1.329702 0.353449 -1.294579 -1.486 0.179 0.924
C -3.604298 -0.087091 -0.344931 0.301 0.020 -0.418
C -4.831946 -0.693362 -0.507291 -0.378 0.058 0.619
H -7.374282 -2.953139 -8.815107 -0.077 -0.031 0.002
C -7.433568 3.980163 4.074328 -0.110 -0.023 0.194
C 8.295450 2.418548 2.083861 0.248 -0.053 -0.170
H 0.499566 -2.495848 -5.744343 -0.188 -0.051 -0.015
C -2.691708 -0.236481 -1.380962 0.816 -0.115 -0.897
C -2.550684 -4.747987 -7.741220 -0.344 0.110 -0.178
H 0.898326 -4.348963 -1.028124 0.392 -0.144 0.164
H 3.138100 5.875575 3.445205 -0.038 0.024 0.126
C -0.622182 -1.934214 6.079350 -0.182 -0.007 -0.278
H -0.475928 -2.787952 5.422850 0.123 0.039 -0.006
N 1.672959 -1.362902 -4.322098 0.917 -0.032 -0.804
O 0.420185 -5.205989 -9.870554 1.189 -0.186 2.434
H 4.104974 1.531860 5.009050 0.052 -0.011 -0.130
H -2.284911 -1.036761 -3.316046 -0.025 0.213 -0.106
H 8.500881 -4.513208 -0.419664 -0.115 0.023 -0.044
H 0.196930 3.684026 6.837985 -0.065 -0.079 0.098
H 2.799134 -1.762148 6.691111 0.005 0.001 -0.095
H 1.148370 -1.033692 0.077258 -0.142 0.400 0.162
H -7.435895 3.824071 5.150528 0.185 -0.036 -0.019
C -4.242126 -1.557043 -2.681918 0.182 0.175 0.285
H -3.625989 0.353278 -9.695438 -0.111 -0.028 0.119
H -3.306914 -5.508804 -7.932809 0.063 -0.040 -0.137
P 6.473060 0.953435 3.271019 -2.651 -4.736 -2.764
O 6.957395 1.891956 1.998063 0.387 1.441 2.716
H -8.619229 -2.388624 -7.690029 0.033 0.114 0.009
H 8.489555 -3.683512 1.144432 0.050 0.003 -0.035
H 1.340827 -0.224607 9.902144 0.027 0.029 0.082
O 3.471298 4.675927 5.121525 -2.502 -1.089 -0.247
O -5.678359 4.185139 0.556331 0.536 1.916 2.571
P -5.995930 3.318495 1.933066 -2.467 -5.789 -2.644
H 4.295516 -4.378091 -0.912847 0.122 0.018 -0.083
H 2.406534 -1.273754 -1.104481 -0.117 -0.239 0.106
C -3.016252 -0.940083 -2.527199 0.013 -0.384 -0.453
O 4.412801 -3.770256 1.065042 0.545 0.554 -0.303
O -7.553236 3.100416 1.493998 0.139 0.873 0.016
H 4.645708 1.165420 0.742303 0.096 0.120 -0.053
O -5.158543 2.114392 1.732177 0.727 0.760 0.561
H -3.045050 -3.779328 -7.666652 0.101 0.010 0.160
C -7.553486 -2.564359 -7.812580 -0.129 -0.132 0.219
O -3.826403 -1.440153 -8.646899 -2.189 -1.036 -1.476
C 5.007141 -2.101623 3.183968 -0.279 0.107 -0.180
C -8.171526 3.697223 0.354102 -0.217 -0.277 -0.003
H 3.416296 -2.908271 -0.490286 -0.065 -0.125 0.186
H 2.579252 0.898765 9.283754 -0.037 -0.050 -0.115
H -0.750439 -6.910914 -9.597928 -0.030 0.124 0.069
H 2.011717 4.505112 3.622322 0.022 -0.033 -0.086
P 2.524311 5.301727 6.306559 3.706 4.806 2.684
H 3.690295 4.227658 3.128320 -0.012 -0.107 0.147
H 8.470862 3.026711 1.200190 -0.124 -0.027 -0.021
H 5.057957 1.486012 6.491266 0.200 -0.013 -0.031
O 2.575152 6.781143 5.624541 -0.776 -0.405 -0.325
H 1.163294 -2.013129 -7.308757 -0.042 -0.016 -0.024
P -0.179243 -2.664991 -1.570209 -0.104 -1.425 1.145
C 5.099553 1.680526 5.422663 -0.123 0.203 0.205
H -5.892906 2.152229 -8.033006 0.136 -0.053 0.018
H 0.662780 -6.789965 -8.517687 0.000 -0.079 -0.015
H -7.881140 3.164308 -0.550667 0.080 0.107 -0.056
H 1.507591 8.221107 6.660986 -0.120 -0.059 0.045
H -8.407587 3.695605 3.681052 0.069 -0.010 -0.124
C 0.288888 -6.596061 -9.523007 0.021 -0.164 -0.120
C -5.144333 -1.429646 -1.639507 -0.190 -0.227 -0.357
H -0.554099 4.781737 8.008995 0.044 0.158 -0.075
P -5.225527 -1.348416 -7.796447 2.152 3.791 5.220
O -5.134855 0.279757 -7.775479 -0.561 -0.255 -0.645
H -6.103758 -1.920609 -1.728628 -0.109 0.057 0.136
O 1.174872 -3.525744 -1.457669 -0.308 0.355 -0.742
O 0.680986 1.136260 8.445613 -0.617 -2.793 1.137
P 0.636195 0.133544 7.127707 3.070 5.189 -5.374
H -1.407160 -1.296927 5.671492 0.043 0.054 0.022
O 4.923857 0.932303 2.783473 0.340 0.821 0.138
H -0.999568 -2.744629 -3.510175 -0.303 -0.419 -0.372
H 1.712630 8.488159 4.924527 0.131 -0.053 -0.010
O 6.636705 -4.328909 0.419669 1.200 2.124 1.832
O -4.798301 -1.972443 -6.521783 -0.228 -1.028 -0.629
O -6.401522 3.147185 3.514687 0.956 2.583 -0.421
O 6.040236 0.751867 4.835452 1.209 2.306 -0.474
O 5.719655 -5.679794 2.239575 0.948 0.427 0.324
O -1.046391 1.121640 -0.434084 0.964 0.171 -0.017
O 3.436068 5.189896 7.470086 -0.458 -1.132 -0.262
C 1.271963 -1.176501 -3.273715 -1.080 0.275 0.939
H 2.987260 -0.696040 5.268783 -0.082 -0.120 -0.001
O 1.066024 5.585699 7.017815 -0.318 -2.376 -1.981
H 4.900083 -1.768651 4.212602 0.174 -0.106 0.066
O -0.099342 -2.858614 -9.706367 1.047 -0.249 0.363
O -0.383124 -3.421287 -7.344454 2.438 -2.084 -0.007
H -4.341664 5.401078 -0.420003 -0.117 -0.040 -0.017
P -0.173815 -4.064982 -8.849872 -5.119 2.542 -3.312
```
Forces are in eV/Å.

Summary:
charge	0
strongest force on any atom	8.08	eV Å⁻¹
energy	-6585.88157	Ha
frontier orbital gap	8.04	eV
SMILES string	N#CC[C@](C#N)(OC(=O)c1ccccc1)P(=O)(O)O.COP(=O)(OC)OC.COP(=O)(OC)OC.COP(=O)(OC)OC.COP(=O)(OC)OC.COP(=O)(OC)OC.COP(=O)(OC)OC.COP(=O)(OC)OC